Entry 1:
Computed, not measured: a molecular structure, C6H9NO2S in a non-equilibrium geometry, with wB97M-V/def2-TZVPD.

```
19
C6H9NO2S (wB97M-V/def2-TZVPD)
C 2.152 1.292 -0.058
C 1.978 -0.012 -0.138
C -0.026 0.567 0.356
C 3.060 -0.980 -0.418
C -2.484 -0.456 -0.773
C -2.035 0.257 0.521
N 0.715 -0.491 0.162
O -1.992 -0.481 1.705
O -2.621 1.446 0.701
S 0.637 2.115 0.339
H 2.997 1.796 -0.433
H 2.697 -2.037 -0.386
H 3.379 -0.928 -1.482
H 3.959 -0.772 0.074
H -3.043 0.232 -1.381
H -1.491 -0.654 -1.359
H -3.073 -1.394 -0.597
H -2.223 -1.345 1.574
H -2.583 1.846 1.595
```

Properties
- HOMO-LUMO gap (eV) = 9.312
- relative energy (zero: lowest compared OMol25 entry of this formula, charge and spin) (kcal per mole) = 56.87
- largest force on an atom (eV Å⁻¹) = 5.3
- HOMO (Ha) = -0.3166
- lowest unoccupied orbital energy (eV) = 0.70
- energy (Eh) = -837.36806

These are the natural (NBO) partial charges, in e, on atoms 1 to 6:
1. C -0.4450
2. C 0.1173
3. C -0.0424
4. C -0.6429
5. C -0.6923
6. C 0.6394

---

Entry 2:
Computed, not measured: 2 unconnected molecules or ions with the total composition C6H9NO2S in a non-equilibrium geometry, with wB97M-V/def2-TZVPD.

```
19
C6H9NO2S (wB97M-V/def2-TZVPD)
C -2.307 -0.765 -0.366
C -1.669 -3.683 -0.237
C 1.947 0.920 0.765
C -0.006 2.120 -0.057
C 0.013 -0.392 0.283
C 0.794 0.853 -0.165
N -1.215 -0.515 0.087
O -2.823 -3.871 -0.125
O -0.522 -3.683 -0.231
S 1.261 0.615 -1.897
H -3.197 -0.505 0.017
H 2.852 0.291 0.642
H 1.598 0.669 1.786
H 2.232 1.993 0.743
H -1.080 2.032 -0.151
H 0.350 2.981 -0.672
H 0.305 2.686 0.970
H 0.652 -1.138 0.625
H 0.814 -0.609 -2.016
```

Properties
- HOMO-LUMO gap (eV) = 8.533
- relative energy (zero: lowest compared OMol25 entry of this formula, charge and spin) (kcal per mole) = 70.62
- largest force on an atom (eV Å⁻¹) = 4.4
- HOMO (Ha) = -0.2970
- lowest unoccupied orbital energy (eV) = 0.45
- energy (Eh) = -837.34615

These are the natural (NBO) partial charges, in e, on atoms 1 to 6:
1. C -0.0295
2. C 1.0279
3. C -0.6172
4. C -0.6183
5. C -0.0584
6. C -0.2109

---

Entry 3:
Computed, not measured: 2 unconnected molecules or ions with the total composition C6H9NO2S2 in a non-equilibrium geometry, with wB97M-V/def2-TZVPD.

```
20
C6H9NO2S2 (wB97M-V/def2-TZVPD)
C 4.511 -0.244 -0.104
C 3.359 0.224 0.566
C 4.208 -1.244 -0.967
C 2.197 -0.404 0.310
C -4.515 0.694 -0.034
C -1.520 0.417 0.588
N -0.969 -0.730 0.731
O -2.458 0.965 -1.776
O -3.072 -1.308 -0.765
S 2.519 -1.580 -0.940
S -2.868 0.136 -0.656
H 5.445 0.068 0.332
H 3.328 1.100 1.178
H 4.932 -1.924 -1.569
H -4.931 1.294 -0.846
H -5.037 -0.076 0.457
H -4.055 1.423 0.713
H 1.199 -0.228 0.628
H -1.567 -1.536 0.319
H -0.020 -0.995 1.036
```

Properties
- HOMO-LUMO gap (eV) = 9.630
- relative energy (zero: lowest compared OMol25 entry of this formula, charge and spin) (kcal per mole) = 76.66
- largest force on an atom (eV Å⁻¹) = 4.8
- HOMO (Ha) = -0.3418
- lowest unoccupied orbital energy (eV) = 0.33
- energy (Eh) = -1235.48651

These are the natural (NBO) partial charges, in e, on atoms 1 to 6:
1. C -0.2774
2. C -0.2391
3. C -0.4040
4. C -0.4012
5. C -0.8301
6. C -0.1071

---

Entry 4:
Computed, not measured: 2 unconnected molecules or ions with the total composition C6H9NO2S2 in a non-equilibrium geometry, with wB97M-V/def2-TZVPD.

```
20
C6H9NO2S2 (wB97M-V/def2-TZVPD)
C -0.355 2.687 -0.870
C -0.137 1.595 -0.005
C -0.749 2.299 -2.109
C -0.375 0.387 -0.600
C -0.717 -0.927 2.248
C -0.085 -0.926 -0.063
N 0.317 -1.042 1.248
O 2.169 -0.827 -1.474
O 1.541 -2.919 -0.266
S -0.867 0.587 -2.249
S 0.974 -1.956 -1.194
H -0.215 3.712 -0.574
H 0.198 1.693 1.012
H -0.979 2.912 -2.958
H -1.514 -1.665 2.065
H -0.291 -1.088 3.237
H -1.161 0.066 2.203
H -1.403 -1.889 -0.258
H 2.797 -0.790 -0.747
H 0.852 -1.908 1.354
```

Properties
- HOMO-LUMO gap (spin up / spin down) (eV) = 5.934 / 6.251
- relative energy (zero: lowest compared OMol25 entry of this formula, charge and spin) (kcal per mole) = 0.00
- largest force on an atom (eV Å⁻¹) = 5.8
- HOMO (spin up / spin down) (Ha) = -0.1926 / -0.3297
- lowest unoccupied orbital energy (spin up / spin down) (eV) = 0.69 / -2.72
- energy (Eh) = -1235.41348
- spin multiplicity = 3

These are the natural (NBO) partial charges, in e, on atoms 1 to 6:
1. C -0.2384
2. C -0.2463
3. C -0.3178
4. C -0.1619
5. C -0.4031
6. C -0.1669

---

Entry 5:
Computed, not measured: a molecular structure, C6H9NO3 in a non-equilibrium geometry, with wB97M-V/def2-TZVPD.

```
19
C6H9NO3 (wB97M-V/def2-TZVPD)
O -1.769 -0.882 -1.888
C -1.392 -1.391 -0.798
O -0.177 -1.842 -0.741
C 1.466 0.186 -0.330
C 1.922 0.769 0.843
C 0.655 -0.785 0.474
C -0.615 -0.481 1.240
C -1.574 0.540 0.763
N -1.782 -0.879 0.445
H 2.189 -0.292 -0.997
H 1.661 1.810 1.042
H 2.624 0.288 1.526
H 1.222 -1.600 0.940
H -0.639 -0.790 2.285
H -2.299 0.960 1.460
H -1.269 1.196 -0.055
O 0.279 0.966 -2.023
H -0.756 0.303 -2.234
H 0.254 1.924 -1.953
```

Properties
- HOMO-LUMO gap (spin up / spin down) (eV) = 8.435 / 6.860
- relative energy (zero: lowest compared OMol25 entry of this formula, charge and spin) (kcal per mole) = 193.38
- largest force on an atom (eV Å⁻¹) = 6.0
- HOMO (spin up / spin down) (Ha) = -0.3187 / -0.2955
- lowest unoccupied orbital energy (spin up / spin down) (eV) = -0.24 / -1.18
- energy (Eh) = -514.20470

These are the natural (NBO) partial charges, in e, on atoms 1 to 6:
1. O -0.6904
2. C 0.9043
3. O -0.5724
4. C -0.1162
5. C -0.3443
6. C 0.0622

---

Entry 6:
Computed, not measured: a molecular structure, C6H9NO3S3 in a non-equilibrium geometry, with wB97M-V/def2-TZVPD.

```
22
C6H9NO3S3 (wB97M-V/def2-TZVPD)
C -1.167 0.521 -1.380
C 0.766 2.088 -0.241
C 1.958 2.572 0.095
C -0.764 -1.777 0.124
C 0.314 -1.527 1.167
C 1.621 -1.100 0.505
H -4.067 1.956 -0.213
H -1.455 -0.324 -2.014
H -0.170 2.514 0.105
H 2.889 2.138 -0.261
H 2.030 3.435 0.747
H -1.764 -3.201 -1.391
H -0.046 -0.723 1.816
H 0.490 -2.421 1.779
H 2.313 -0.880 2.282
N -1.977 1.287 -0.777
O -1.539 -0.928 -0.223
O 2.613 -0.793 1.365
O 1.788 -1.035 -0.680
S -3.645 0.950 -0.988
S 0.580 0.689 -1.298
S -0.769 -3.439 -0.519
```

Properties
- HOMO-LUMO gap (eV) = 7.341
- largest force on an atom (eV Å⁻¹) = 4.8
- HOMO (Ha) = -0.2687
- lowest unoccupied orbital energy (eV) = 0.03
- energy (Eh) = -1708.91232

These are the natural (NBO) partial charges, in e, on atoms 1 to 6:
1. C -0.0372
2. C -0.3704
3. C -0.4335
4. C 0.4659
5. C -0.6575
6. C 0.8126

---

Entry 7:
Computed, not measured: a molecular structure, C6H9NO5Os, with wB97M-V/def2-TZVPD.

```
22
C6H9NO5Os (wB97M-V/def2-TZVPD)
Os 1.809 0.727 -0.363
O 2.026 -1.329 -0.087
C 0.739 -2.036 0.172
C -0.118 -1.120 1.014
N -0.417 0.172 0.330
C -1.203 0.090 -0.917
C -0.375 0.146 -2.188
O -0.787 -0.030 -3.266
O 1.000 0.442 -1.975
C -0.768 1.302 1.224
C -0.100 2.622 0.812
O -0.388 3.724 1.014
O 1.212 2.377 0.082
H 2.713 -1.909 -0.460
H 0.972 -2.950 0.716
H 0.315 -2.284 -0.803
H 0.377 -0.893 1.960
H -1.047 -1.653 1.251
H -1.893 0.932 -1.000
H -1.766 -0.842 -0.997
H -0.455 1.057 2.242
H -1.849 1.457 1.240
```

Properties
- HOMO-LUMO gap (spin up / spin down) (eV) = 7.908 / 7.829
- largest force on an atom (eV Å⁻¹) = 0.8
- net charge = +2
- HOMO (spin up / spin down) (Ha) = -0.6772 / -0.7149
- lowest unoccupied orbital energy (spin up / spin down) (eV) = -10.52 / -11.63
- energy (Eh) = -754.83310
- spin multiplicity = 5

These are the natural (NBO) partial charges, in e, on atoms 1 to 6:
1. Os 1.9057
2. O -0.7694
3. C -0.0881
4. C -0.2821
5. N -0.4052
6. C -0.3803

---

Entry 8:
Computed, not measured: a single C6H9NOS molecule in a non-equilibrium geometry, with wB97M-V/def2-TZVPD.

```
18
C6H9NOS (wB97M-V/def2-TZVPD)
C -1.302 2.038 -0.979
S -0.819 1.684 0.746
C 0.141 0.194 0.517
C 1.661 0.366 0.098
O 2.449 1.418 -0.157
C 2.088 -0.931 -0.104
C 1.048 -1.791 0.135
N -0.048 -1.137 0.588
C -1.437 -1.484 0.801
H -0.677 1.584 -1.588
H -1.352 3.160 -1.190
H -2.398 1.798 -1.083
H 1.769 2.082 -0.255
H 3.108 -1.221 -0.463
H 0.893 -2.809 0.034
H -1.973 -0.643 0.846
H -1.683 -2.295 0.176
H -1.469 -2.015 1.879
```

Properties
- HOMO-LUMO gap (eV) = 8.067
- relative energy (zero: lowest compared OMol25 entry of this formula, charge and spin) (kcal per mole) = 37.13
- largest force on an atom (eV Å⁻¹) = 7.5
- HOMO (Ha) = -0.2725
- lowest unoccupied orbital energy (eV) = 0.65
- energy (Eh) = -762.10926

These are the natural (NBO) partial charges, in e, on atoms 1 to 6:
1. C -0.7288
2. S 0.2149
3. C -0.1723
4. C 0.2631
5. O -0.6483
6. C -0.3555

---

Entry 9:
Computed, not measured: a single C6H9NOS4 molecule in a non-equilibrium geometry, with wB97M-V/def2-TZVPD.

```
21
C6H9NOS4 (wB97M-V/def2-TZVPD)
O -0.671 2.117 1.779
C -0.122 1.387 0.978
N 1.146 0.927 1.045
C 1.894 0.089 0.070
C 1.351 -1.321 0.059
C 0.175 -1.571 -0.866
C -1.018 -0.823 -0.254
S -1.786 -1.490 1.215
S -2.567 -1.517 -0.730
C -0.970 0.862 -0.211
S -0.465 1.432 -1.917
S -2.703 1.535 -0.124
H 1.487 1.003 2.003
H 2.992 0.242 0.487
H 1.745 0.430 -0.996
H 1.085 -1.400 1.037
H 2.041 -2.031 -0.213
H 0.261 -1.247 -1.810
H 0.015 -2.576 -1.033
H -0.978 2.740 -1.704
H -2.911 1.213 1.187
```

Properties
- HOMO-LUMO gap (eV) = 8.025
- relative energy (zero: lowest compared OMol25 entry of this formula, charge and spin) (kcal per mole) = 0.00
- largest force on an atom (eV Å⁻¹) = 4.9
- HOMO (Ha) = -0.3009
- lowest unoccupied orbital energy (eV) = -0.16
- energy (Eh) = -1956.70988

These are the natural (NBO) partial charges, in e, on atoms 1 to 6:
1. O -0.5903
2. C 0.6240
3. N -0.6324
4. C -0.2200
5. C -0.4214
6. C -0.4369